[1]
75
Properties=species:S:1:pos:R:3:forces:R:3:lowdin_charge:R:1 method="wB97M-V/def2-TZVPD" gap_ev=7.43 multiplicity=1 total_charge=0 e_lumo_ev=-0.519 relative_energy_kcal_mol=2.5 e_homo_ha=-0.29211
Y -0.073 -1.051 -0.194 0.09 -0.32 -0.83 1.22
O 0.089 -5.346 0.380 0.02 -0.02 0.04 0.04
C 0.354 -4.183 0.092 0.18 0.03 0.09 -0.51
N 0.077 -3.080 0.812 -0.25 -0.20 -0.01 -0.10
C -0.670 -3.355 2.027 0.08 -0.05 0.02 -0.17
C -1.594 -2.229 2.406 0.18 -0.14 0.08 -0.26
C -2.090 -2.144 3.704 -0.15 0.05 -0.06 -0.01
C -2.992 -1.146 4.010 0.01 0.00 0.01 -0.04
C -3.383 -0.260 3.012 -0.01 0.01 -0.01 -0.04
C -2.816 -0.390 1.764 0.01 -0.01 -0.01 -0.12
N -1.921 -1.342 1.464 0.11 0.00 0.17 0.02
C 1.094 -3.924 -1.208 -0.05 -0.05 -0.05 -0.19
C 1.667 -4.998 -1.869 -0.01 0.00 -0.01 0.01
C 2.336 -4.772 -3.057 -0.01 0.01 0.00 -0.04
C 2.403 -3.479 -3.552 0.00 0.00 0.00 -0.04
C 1.801 -2.464 -2.833 -0.07 0.04 -0.04 -0.15
N 1.156 -2.672 -1.682 0.05 -0.06 0.22 0.01
H -1.270 -4.264 1.901 0.00 0.02 0.01 0.13
H 0.002 -3.563 2.868 -0.01 0.01 0.00 0.13
H -1.761 -2.855 4.450 -0.01 -0.01 0.00 0.12
H -3.386 -1.050 5.014 0.00 0.00 0.00 0.11
H -4.089 0.534 3.207 0.00 0.00 0.00 0.11
H -3.053 0.304 0.967 -0.01 0.00 0.01 0.11
H 1.561 -5.979 -1.429 0.00 0.00 0.00 0.12
H 2.797 -5.591 -3.594 0.00 0.00 0.00 0.11
H 2.911 -3.251 -4.478 0.01 0.00 0.00 0.11
H 1.842 -1.443 -3.190 -0.01 -0.01 0.00 0.04
O 3.517 2.440 4.712 0.02 0.01 0.03 -0.03
C 2.344 2.190 5.077 0.08 -0.03 -0.08 -0.71
O 1.691 2.535 6.059 -0.08 0.02 0.07 0.01
C 1.652 1.318 4.031 -0.03 -0.02 0.01 -0.09
C 2.032 -0.006 3.825 0.03 0.03 -0.03 0.02
C 1.580 -0.671 2.706 0.14 -0.03 -0.09 -0.13
N 0.808 -0.091 1.781 -0.29 0.20 0.22 0.00
C 0.346 1.152 2.032 0.05 0.07 -0.02 -0.19
C 0.718 1.864 3.149 0.04 -0.01 -0.04 0.06
C -0.596 1.765 1.004 -0.05 -0.13 0.09 -0.59
O -1.076 2.864 1.198 -0.06 0.10 -0.06 0.06
O -0.825 1.022 -0.042 -0.22 0.28 0.28 -0.28
H 2.719 -0.489 4.507 0.01 0.00 0.00 0.13
H 1.877 -1.694 2.495 -0.01 -0.01 0.02 0.11
H 0.328 2.862 3.297 -0.02 0.00 0.00 0.14
C 4.181 0.156 0.713 0.01 -0.02 0.01 -0.03
N 3.466 1.419 0.726 -0.06 -0.06 0.04 -0.10
C 3.626 2.407 1.677 0.09 0.05 -0.04 -0.02
C 2.839 3.433 1.300 -0.01 -0.01 -0.03 -0.02
N 2.200 3.056 0.134 0.00 -0.03 0.04 -0.10
C 1.259 3.896 -0.583 0.02 0.10 0.00 -0.02
C 2.577 1.810 -0.208 -0.10 0.11 -0.02 -0.68
Se 2.003 0.806 -1.681 0.14 -0.15 0.08 0.66
H 4.666 0.034 1.678 0.00 0.00 0.00 0.10
H 4.923 0.153 -0.084 0.00 0.00 0.01 0.10
H 3.487 -0.664 0.544 -0.01 0.00 0.00 0.06
H 4.199 2.281 2.583 -0.04 -0.02 0.00 0.12
H 2.639 4.371 1.785 0.00 0.02 0.00 0.14
H 0.456 4.194 0.089 0.02 0.01 -0.03 0.09
H 0.849 3.312 -1.399 0.00 -0.04 -0.05 0.03
H 1.774 4.770 -0.980 0.01 -0.01 -0.01 0.10
C -2.102 3.266 -2.557 -0.06 0.00 -0.02 0.02
C -2.604 1.982 -3.125 -0.03 0.00 -0.02 -0.25
C -3.351 1.841 -4.256 0.03 0.00 0.00 0.03
C -3.784 0.543 -4.593 -0.02 0.03 -0.01 -0.30
N -3.466 -0.524 -3.886 0.12 -0.08 -0.02 0.11
C -2.690 -0.388 -2.795 -0.12 0.07 -0.01 -0.77
S -2.266 -1.749 -1.870 0.12 0.29 -0.13 0.65
N -2.288 0.866 -2.432 -0.17 0.05 0.38 0.12
C -4.663 0.335 -5.785 -0.01 0.00 0.00 -0.02
H -2.430 4.109 -3.160 0.00 -0.01 0.00 0.09
H -1.013 3.245 -2.524 -0.01 0.03 0.01 0.08
H -2.462 3.388 -1.532 0.08 0.01 -0.03 0.10
H -3.625 2.699 -4.853 0.00 0.00 0.00 0.12
H -1.837 1.009 -1.511 0.19 -0.12 -0.18 0.09
H -4.247 0.832 -6.661 0.00 0.00 0.00 0.09
H -5.645 0.773 -5.596 0.00 0.00 0.00 0.09
H -4.781 -0.727 -5.980 0.00 0.00 0.00 0.08

***

[2]
80
Properties=species:S:1:pos:R:3:forces:R:3:lowdin_charge:R:1 method="wB97M-V/def2-TZVPD" gap_ev=6.99 multiplicity=1 total_charge=+1 e_lumo_ev=-4.254 e_homo_ha=-0.41316
O -3.382 1.065 5.209 -0.09 0.13 3.32 0.06
N -3.070 0.901 3.911 -0.89 -0.43 -2.45 0.09
B -1.735 0.230 3.648 6.17 -1.58 -2.70 -0.37
O -1.263 -0.999 4.341 -3.13 2.14 -2.59 0.08
O -0.822 0.796 2.591 -8.24 3.32 6.04 0.06
H -2.773 0.550 5.815 -0.56 0.42 -1.05 0.17
H -3.120 1.856 3.446 -0.08 -1.30 0.61 0.23
H -3.821 0.266 3.507 0.62 0.96 0.07 0.23
H -1.719 -1.779 3.864 1.09 1.37 1.09 0.16
H -1.356 1.474 2.050 1.31 -0.95 0.98 0.16
C 2.997 -4.117 -0.120 -0.11 0.07 0.02 -0.05
C 1.659 -4.509 -0.198 0.02 0.35 0.13 -0.05
C 0.652 -3.652 0.249 0.03 0.02 0.00 0.01
C 0.996 -2.397 0.770 0.51 -0.79 -0.20 -0.15
C 2.338 -2.004 0.856 0.03 -0.03 0.08 -0.02
C 3.337 -2.871 0.408 -0.39 -0.02 0.02 -0.06
N -0.060 -1.482 1.218 0.55 0.40 0.10 -0.25
O -1.234 -1.873 1.143 1.04 0.73 0.54 0.03
O 0.282 -0.368 1.641 2.48 -5.28 -3.93 0.01
H 3.778 -4.787 -0.475 -0.17 0.15 0.09 0.12
H 1.402 -5.483 -0.610 0.01 0.24 0.10 0.12
H -0.386 -3.973 0.182 0.20 0.26 0.05 0.12
H 2.620 -1.035 1.262 -0.26 -0.19 -0.10 0.12
H 4.382 -2.574 0.468 -0.25 -0.01 0.01 0.12
C 0.216 0.095 -2.224 0.13 0.01 -0.16 -0.07
C -0.309 0.766 -3.330 0.32 -0.18 -0.01 -0.05
C 0.334 0.688 -4.567 0.07 -0.06 0.06 0.00
C 1.505 -0.072 -4.687 -0.49 0.06 0.87 -0.14
C 2.039 -0.741 -3.577 -0.05 0.02 -0.04 0.01
C 1.388 -0.653 -2.345 -0.16 0.22 -0.38 -0.05
N 2.172 -0.179 -5.990 0.75 -0.27 -1.13 -0.31
O 1.680 0.442 -6.943 0.70 -1.03 1.28 0.04
O 3.186 -0.888 -6.063 -1.55 1.13 0.09 0.07
H -0.292 0.154 -1.263 0.07 -0.02 -0.22 0.09
H -1.223 1.349 -3.228 0.20 -0.14 -0.10 0.11
H -0.088 1.217 -5.418 0.24 -0.24 0.10 0.12
H 2.950 -1.331 -3.655 -0.22 0.20 -0.21 0.12
H 1.793 -1.171 -1.478 -0.03 0.11 -0.31 0.08
C 3.347 3.892 -6.157 -0.08 0.11 0.07 -0.06
C 2.010 3.500 -6.234 0.04 0.35 0.14 -0.06
C 1.003 4.358 -5.787 0.11 0.10 0.05 0.00
C 1.347 5.613 -5.267 0.69 -0.62 -0.32 -0.14
C 2.689 6.006 -5.181 -0.04 -0.03 -0.02 0.00
C 3.688 5.139 -5.628 -0.39 -0.12 -0.01 -0.06
N 0.291 6.528 -4.819 -0.93 0.91 0.41 -0.33
O -0.883 6.136 -4.893 1.65 0.56 0.15 0.05
O 0.633 7.642 -4.396 -0.55 -1.65 -0.59 0.06
H 4.129 3.223 -6.512 -0.17 0.13 0.06 0.11
H 1.753 2.527 -6.646 0.03 0.35 0.08 0.07
H -0.035 4.037 -5.854 0.19 0.30 0.07 0.12
H 2.971 6.975 -4.774 -0.29 -0.20 -0.09 0.12
H 4.733 5.436 -5.568 -0.24 -0.01 0.01 0.11
C 2.879 0.326 5.195 -0.01 0.02 0.13 -0.06
C 3.780 0.509 6.245 -0.41 -0.04 0.01 -0.05
C 3.315 0.604 7.558 -0.15 -0.03 0.00 0.01
C 1.939 0.509 7.810 0.38 -0.06 -0.91 -0.14
C 1.032 0.333 6.757 0.16 0.02 -0.06 0.00
C 1.508 0.242 5.448 0.24 0.11 0.34 -0.07
N 1.447 0.582 9.191 -0.22 0.13 1.61 -0.32
O 2.279 0.757 10.093 -1.38 -0.29 -1.53 0.08
O 0.227 0.460 9.376 1.63 0.18 -0.33 0.06
H 3.246 0.247 4.173 -0.08 0.04 0.21 0.11
H 4.846 0.575 6.040 -0.24 0.00 0.10 0.11
H 4.030 0.746 8.365 -0.36 -0.05 -0.05 0.12
H -0.039 0.262 6.938 0.33 -0.01 0.24 0.10
H 0.812 0.103 4.624 0.28 0.00 0.22 0.07
C -6.634 -3.912 0.108 0.04 0.06 -0.05 -0.07
C -6.925 -3.250 -1.086 0.36 0.03 0.18 -0.06
C -5.945 -2.481 -1.716 0.09 0.00 0.04 0.01
C -4.670 -2.384 -1.142 -0.73 -0.54 0.39 -0.14
C -4.378 -3.042 0.061 -0.03 0.01 0.00 -0.01
C -5.367 -3.806 0.683 -0.06 0.24 -0.35 -0.07
N -3.628 -1.598 -1.812 0.73 0.78 -0.96 -0.31
O -3.932 -1.016 -2.864 0.53 -0.87 1.71 0.08
O -2.505 -1.564 -1.291 -1.51 0.01 -0.70 0.04
H -7.400 -4.516 0.592 0.16 0.13 -0.11 0.11
H -7.916 -3.337 -1.527 0.25 0.05 0.06 0.12
H -6.188 -1.971 -2.646 0.27 -0.07 0.22 0.12
H -3.394 -2.972 0.520 -0.13 0.09 -0.33 0.09
H -5.149 -4.323 1.615 0.00 0.09 -0.21 0.11

***

[3]
75
Properties=species:S:1:pos:R:3:forces:R:3:lowdin_spin:R:1 method="wB97M-V/def2-TZVPD" gap_ev="6.76 / 6.96" multiplicity=2 total_charge=0 e_lumo_ev="-0.931 / -0.893" relative_energy_kcal_mol=14.3 e_homo_ha="-0.28247 / -0.28848"
Ti 0.111 -0.533 -1.280 0.24 0.24 0.42 0.96
Br -2.603 5.819 1.186 0.01 0.01 0.00 0.00
C -2.165 4.219 0.270 -0.04 -0.01 -0.01 0.00
C -3.188 3.435 -0.270 0.01 0.01 0.03 0.00
C -2.884 2.257 -0.908 0.03 -0.06 0.06 0.00
C -1.557 1.807 -1.010 -0.07 0.00 -0.01 0.00
O -1.322 0.658 -1.628 0.24 -0.23 0.02 -0.01
C -0.533 2.621 -0.483 -0.07 0.03 0.04 0.00
C 0.863 2.329 -0.693 0.06 -0.01 -0.06 0.02
N 1.289 1.201 -1.139 -0.20 -0.05 -0.03 0.00
C 2.548 1.081 -1.755 0.01 -0.01 -0.01 0.00
C 3.719 1.668 -1.373 0.00 0.01 0.02 0.00
C 4.866 1.526 -2.188 0.00 -0.01 -0.01 0.00
C 4.815 0.842 -3.369 0.00 0.01 0.01 0.00
C 3.611 0.215 -3.776 0.00 0.00 -0.01 0.00
C 3.442 -0.471 -5.001 -0.01 0.00 0.00 0.00
C 2.231 -1.022 -5.307 0.01 -0.01 0.01 0.00
C 1.195 -0.967 -4.356 0.05 -0.03 0.00 0.01
N 1.320 -0.360 -3.199 0.01 -0.03 -0.06 0.01
C 2.496 0.290 -2.932 0.02 0.00 0.02 0.00
C -0.859 3.831 0.151 0.03 -0.04 0.01 0.00
H -4.216 3.758 -0.179 0.00 0.00 0.00 0.00
H -3.662 1.631 -1.324 -0.01 0.01 -0.01 0.00
H 1.554 3.166 -0.606 0.01 0.00 -0.03 0.00
H 3.767 2.233 -0.451 -0.01 0.00 0.00 0.00
H 5.792 1.988 -1.871 0.00 0.00 0.00 0.00
H 5.689 0.767 -4.004 0.00 0.00 0.00 0.00
H 4.275 -0.540 -5.690 0.00 0.00 0.00 0.00
H 2.065 -1.537 -6.242 0.00 0.00 0.00 0.00
H 0.254 -1.469 -4.539 -0.01 0.01 -0.01 0.00
H -0.063 4.434 0.570 0.00 0.00 -0.01 0.00
C -2.703 -2.347 -3.056 -0.01 0.00 0.00 0.00
C -1.911 -3.451 -2.774 -0.03 -0.02 -0.01 0.00
C -1.831 -3.936 -1.473 -0.01 0.01 -0.02 0.00
C -2.541 -3.314 -0.457 0.01 0.00 0.00 0.00
C -3.339 -2.212 -0.740 0.01 0.00 0.00 0.00
C -3.422 -1.731 -2.038 0.01 0.01 0.01 0.00
H -2.769 -1.968 -4.069 -0.01 0.00 0.00 0.00
H -1.347 -3.933 -3.562 -0.03 -0.01 0.00 0.00
H -1.199 -4.786 -1.249 0.00 -0.01 0.00 0.00
H -2.457 -3.672 0.561 0.00 0.00 0.00 0.00
H -3.877 -1.717 0.058 0.01 0.01 0.00 0.00
H -4.036 -0.867 -2.259 0.01 0.00 0.00 0.00
F 2.089 -1.560 -0.716 0.01 -0.02 -0.07 0.00
C 1.091 -2.550 -1.052 -0.11 0.05 -0.12 -0.01
F 0.953 -3.304 0.068 -0.04 0.01 0.00 0.00
C 1.771 -3.488 -2.090 -0.01 -0.03 -0.01 0.00
F 1.784 -4.761 -1.685 0.05 0.01 0.00 0.00
F 3.033 -3.134 -2.372 0.00 0.04 -0.02 0.00
F 1.102 -3.480 -3.266 0.00 0.01 0.01 0.00
C -1.070 3.272 4.000 -0.01 -0.01 -0.01 0.00
C -2.063 2.373 3.290 0.00 0.02 -0.03 0.00
C -2.918 1.554 4.238 -0.01 0.01 0.01 0.00
O -1.447 1.503 2.303 -0.01 -0.09 0.00 0.00
P -0.091 0.672 2.405 0.04 0.01 -0.03 0.00
S 1.520 1.763 2.186 0.05 0.05 0.07 0.00
S -0.352 -0.900 1.145 -0.26 0.10 -0.15 0.01
O -0.234 0.069 3.876 0.02 0.04 0.00 0.00
C 0.512 -0.995 4.527 0.01 -0.01 -0.01 0.00
C -0.301 -2.273 4.445 0.00 0.00 0.00 0.00
C 1.926 -1.167 4.008 0.00 0.00 0.00 0.00
H -1.622 3.986 4.614 -0.01 -0.01 0.00 0.00
H -0.461 3.822 3.284 0.00 0.01 0.01 0.00
H -0.405 2.697 4.644 0.01 0.00 0.00 0.00
H -2.719 2.993 2.677 0.01 0.01 0.00 0.00
H -2.301 0.932 4.883 0.00 0.00 0.00 0.00
H -3.597 0.912 3.676 0.01 -0.01 0.00 0.00
H -3.511 2.227 4.859 0.00 0.00 0.00 0.00
H 0.555 -0.661 5.566 0.00 0.00 0.00 0.00
H -0.346 -2.631 3.417 0.00 0.00 0.00 0.00
H -1.317 -2.103 4.803 0.00 0.00 0.00 0.00
H 0.163 -3.041 5.066 0.00 0.00 0.00 0.00
H 1.928 -1.486 2.965 0.00 0.00 0.00 0.00
H 2.416 -1.939 4.606 0.00 0.00 0.00 0.00
H 2.495 -0.243 4.089 0.00 0.00 0.00 0.00